Entry from the OMol25 dataset: a 11-piece molecular cluster, C33H66O11 overall (the ωB97M-V functional and the def2-TZVPD basis).

Last column: Löwdin charge in e.
Atoms and positions in Å:
H: -2.24796 2.14649 2.82799  0.085
H: 1.49447 4.07259 0.26791  0.061
H: -6.23042 3.13693 -0.26487  0.085
H: -3.56171 1.50097 -1.91413  0.054
H: -0.90404 -1.33406 -1.03470  0.058
H: 3.60411 0.36367 5.63948  0.073
H: -5.67081 -3.68037 -2.24793  0.082
C: -3.92948 -3.24380 -3.51160  -0.490
H: 1.89809 1.62684 0.43761  0.059
O: -3.73194 -3.39514 -4.69239  0.062
H: -0.85618 1.96554 1.70876  0.074
H: -0.69805 0.18900 -1.93734  0.068
H: -2.58502 -2.28879 -2.13472  0.054
H: 3.83473 1.11656 -3.46444  0.080
C: -0.18479 -0.59078 -1.37470  -0.007
C: 0.61466 -0.07000 -0.19874  -0.477
H: 0.26118 -3.35817 0.21571  0.062
C: 4.14406 -0.63662 3.83591  -0.498
H: 0.52428 -1.08685 -2.04267  0.093
H: -1.58954 -1.77047 2.47383  0.067
C: -3.39964 -2.01660 -2.80862  -0.013
H: -5.10696 4.36090 -0.85569  0.084
H: -5.32230 -4.89478 -3.43251  0.081
H: 2.96097 -5.83298 4.54661  0.080
H: -2.34464 0.66697 -6.13244  0.088
H: -3.66875 1.87494 -6.47945  0.076
O: 4.51159 3.37886 -4.31690  0.065
H: 6.88220 3.24241 -2.40598  0.089
H: -4.03127 -4.24883 0.21959  0.062
H: 1.12780 -4.75967 -0.45786  0.090
H: -2.59438 1.08351 -0.46060  0.069
H: 1.56817 5.29186 1.66359  0.087
C: 1.98205 4.93041 0.72222  -0.013
C: -1.37851 1.54267 2.56722  -0.016
H: -0.17173 -4.98115 0.71692  0.077
H: -3.39652 4.12591 -4.56130  0.091
O: -1.41489 1.81565 -4.14027  0.062
C: -4.16672 2.53396 -0.12615  -0.466
C: -4.84587 -4.18166 -2.76280  -0.021
H: 2.57078 -2.62897 2.57388  0.078
C: 2.88390 -4.74725 4.48289  -0.022
C: 5.88540 3.70159 -2.42751  -0.019
H: -4.30667 -4.71371 -1.97754  0.056
H: -4.40286 2.71186 -4.13073  0.082
C: 4.98362 2.88531 -3.31962  -0.504
O: -3.23636 -1.47022 0.57609  0.042
C: -0.42451 1.51863 3.72598  -0.493
H: -3.00969 -1.28715 -3.51739  0.078
H: 3.23098 1.31405 3.44903  0.070
H: 4.87622 5.31433 2.20575  0.088
H: 5.54866 3.68978 -1.39119  0.061
H: -3.10833 3.27080 -3.08298  0.065
H: -5.15585 -3.03254 0.79137  0.090
C: 3.36973 0.33668 2.97351  -0.020
C: -0.68985 -4.53386 -1.37383  -0.475
H: 1.87595 5.78187 0.04186  0.093
O: 0.79779 -0.76199 0.77157  0.064
C: -3.57718 1.33662 -0.83681  -0.013
H: 1.39900 -2.51663 3.93717  0.098
O: 3.94131 3.55542 0.65167  0.047
H: 0.71640 -5.32119 -2.77926  0.088
H: 1.95338 1.23545 -1.28938  0.084
C: 1.65906 -3.03033 3.00621  -0.005
H: 0.53475 2.00491 -0.52462  0.081
H: 5.63553 0.85339 -3.23862  0.088
H: -1.49663 -3.45795 1.94293  0.068
H: 3.76857 6.60796 1.77228  0.075
C: -2.64188 1.71555 -6.16639  -0.011
H: 2.62289 -4.37324 5.47409  0.083
C: 3.45252 4.63601 0.88170  -0.496
O: 4.85918 -1.41176 3.23831  0.045
O: -1.88598 -4.73446 -1.24024  0.044
C: 4.34007 5.77459 1.37044  -0.014
H: -0.77744 -4.64644 -3.54634  0.084
H: -1.97616 2.28138 -6.81847  0.091
H: -4.13911 -1.51559 -2.18269  0.072
C: -0.05713 -4.55390 -2.74003  -0.007
O: 1.09763 -5.38299 3.08192  0.063
C: 0.14752 -4.38608 -0.13511  -0.016
H: -1.71072 0.53687 2.31875  0.069
C: 0.48159 2.72256 3.82644  -0.030
H: 5.17928 -0.45837 5.62644  0.090
C: -5.30371 3.29361 -0.81913  -0.014
H: -5.42027 2.88515 -1.82246  0.056
C: 1.79504 -4.47810 3.46931  -0.486
H: 3.86813 0.48249 2.02222  0.083
C: 4.75497 1.43512 -2.97417  -0.022
C: -2.16832 -2.67488 2.30609  0.002
H: 1.17076 2.71023 2.97585  0.065
H: 0.45183 -3.59188 -2.88168  0.081
H: -4.31327 0.53647 -0.70192  0.085
C: 1.31897 1.24636 -0.40456  -0.011
H: 1.15494 2.76530 4.68290  0.080
C: -4.23149 -3.56942 1.04307  -0.011
O: -3.64596 2.99407 0.86422  0.056
H: -0.11262 3.63883 3.82286  0.085
H: -2.57918 -3.09636 3.22589  0.090
H: -4.45452 -4.14757 1.93961  0.081
H: 0.81018 -2.98701 2.33166  0.037
C: 4.13106 -0.54311 5.34203  -0.005
C: -3.25538 -2.46017 1.27582  -0.472
H: 6.03723 4.66280 -2.91210  0.082
C: -3.39414 3.12570 -4.12715  -0.031
H: 3.63940 -1.37732 5.83664  0.080
H: 3.83793 -4.31450 4.18258  0.081
H: 2.34045 -0.02091 2.85776  0.068
H: 4.55229 1.28514 -1.90948  0.073
O: -0.25331 0.54021 4.41778  0.060
C: -2.38977 2.17882 -4.74706  -0.504
H: 5.06720 6.06396 0.61736  0.085

Its total energy is -2124.59149 Ha. The relative energy (zero: lowest compared OMol25 entry of this formula, charge and spin) is 46.3 kJ/mol. As for the SMILES: CC(C)=O.CC(C)=O.CC(C)=O.CC(C)=O.CC(C)=O.CC(C)=O.CC(C)=O.CC(C)=O.CC(C)=O.CC(C)=O.CC(C)=O. The net charge is 0. The value obtained for the strongest force on any atom is 1.8 eV/A.